Here is a molecular structure, C31H35ClN2Si2Sn at a distorted geometry from OMol25. Energies are from the ωB97M-V functional and the def2-TZVPD basis.

Structure (ORCA input):
```
! wB97M-V def2-TZVPD RIJCOSX def2/J DEFGRID3
* xyz 0 1
C -0.1007 4.7076 -2.4805
C 0.1923 3.4421 -3.0257
C -0.9362 2.5831 -2.7972
H 1.1001 3.1793 -3.5624
C -1.9324 3.3664 -2.1178
C -1.4155 4.6637 -1.9185
H -1.9610 5.4764 -1.4488
H 0.5468 5.5807 -2.4707
H -1.0549 1.5910 -3.2127
H -2.9298 3.0105 -1.8618
Sn -0.0159 1.2905 -0.5797
Si 2.5975 -0.2823 3.4606
C 3.5221 -0.6891 1.9168
C 4.3469 -1.8234 1.8527
H 4.5438 -2.4025 2.7624
C 4.8457 -2.2562 0.6231
H 5.4575 -3.1555 0.5745
C 4.5137 -1.5723 -0.5492
H 4.8330 -1.9604 -1.5200
C 3.7694 -0.3932 -0.4712
H 3.5145 0.1596 -1.3716
C 3.2817 0.0546 0.7562
H 2.6569 0.9584 0.8107
C -2.0300 -0.0480 -0.7259
C -2.0334 -0.4608 -2.0867
H -1.1631 -0.9684 -2.5186
C -3.1338 -0.1755 -2.8843
H -3.1422 -0.5211 -3.9193
C -4.2153 0.5584 -2.3651
H -5.0201 0.8655 -3.0336
C -4.2226 0.9486 -1.0215
H -5.1039 1.4540 -0.6004
C -3.1207 0.6910 -0.1959
H -3.1262 0.9744 0.8629
H 3.0726 0.9679 4.1282
Si -0.6807 -0.9541 0.4057
C -1.9606 -2.1772 1.1235
C -2.1204 -3.4368 0.5081
H -1.3398 -3.8266 -0.1503
C -3.2962 -4.1809 0.6973
H -3.4292 -5.1147 0.1568
C -4.2824 -3.7091 1.5685
H -5.2097 -4.2756 1.6844
C -4.0643 -2.5314 2.2898
H -4.8287 -2.1779 2.9812
C -2.8805 -1.8031 2.1183
H -2.6992 -0.9242 2.7370
C 0.7131 -2.1537 0.0787
C 1.2322 -2.5104 -1.1778
H 1.1326 -1.8377 -2.0294
C 1.8248 -3.7663 -1.3463
H 2.0453 -4.1315 -2.3573
C 2.1412 -4.5720 -0.2537
H 2.6264 -5.5491 -0.3841
C 1.8308 -4.1057 1.0278
H 2.1298 -4.6719 1.9144
C 1.1023 -2.9306 1.1893
H 0.7812 -2.6517 2.1941
H 2.7922 -1.4907 4.1882
Cl 0.5119 0.0032 2.8112
N -0.6402 3.1204 0.9507
C 0.1684 4.3799 0.9656
C 1.6514 4.1064 0.9275
N 2.0151 3.0635 -0.0682
H -1.6140 3.3043 0.7145
H -0.6619 2.7110 1.8929
H -0.1327 4.9882 0.1077
H -0.0890 4.9572 1.8643
H 2.1771 5.0473 0.6956
H 1.9782 3.7891 1.9261
H 1.9559 3.4314 -1.0200
H 2.9831 2.7664 0.0591
*
```

Results
Total energy   -69800.9468 eV
Relative energy (zero: lowest compared OMol25 entry of this formula, charge and spin)   0.0 kcal/mol
E_HOMO   -5.421 eV



Here is F3H3SSi2 in the gas phase at a distorted geometry from OMol25. Energies are from the ωB97M-V functional and the def2-TZVPD basis.

Structure (ORCA input):
```
! wB97M-V def2-TZVPD RIJCOSX def2/J DEFGRID3
* xyz 0 1
F 2.4985 0.3377 0.7400
Si 1.2833 -0.3851 0.0548
F 1.7546 -0.8247 -1.4105
F 1.3435 -1.8621 0.8170
Si -0.6756 0.7537 0.2927
S -2.3779 -0.4591 -0.2248
H -0.7217 0.5806 1.7299
H -0.5445 1.8832 -0.6255
H -2.5603 -0.0242 -1.3735
*
```

Results
Total energy   -34796.8905 eV
Relative energy (zero: lowest compared OMol25 entry of this formula, charge and spin)   12.6 kcal/mol
E_HOMO   -10.061 eV
SMILES   F[Si](F)(F)[SiH2]S



Here is a gas-phase ion, C2H8O4P (charge +1) at a distorted geometry from OMol25. Energies are from the ωB97M-V functional and the def2-TZVPD basis.

Structure (ORCA input):
```
! wB97M-V def2-TZVPD RIJCOSX def2/J DEFGRID3
* xyz 1 1
C 2.1742 0.7032 0.1646
C -2.2016 0.8003 0.0745
O 0.4152 -0.8272 -1.5582
O 0.1814 -2.0808 0.6866
O 0.7924 0.4836 0.5009
O -1.6033 -0.4551 0.2707
P 0.0102 -0.7659 -0.0687
H 2.2976 0.4682 -0.8497
H 2.9165 0.2500 0.9601
H 2.0853 1.7682 0.3315
H -3.1598 0.7257 0.4295
H -2.3855 1.2434 -0.9568
H -1.7670 1.5017 0.6208
H 0.2545 -1.5272 -2.1636
H -0.0100 -2.2880 1.5577
*
```

Results
Total energy   -19676.7458 eV
Relative energy (zero: lowest compared OMol25 entry of this formula, charge and spin)   20.6 kcal/mol
E_HOMO   -16.012 eV



Here is a molecular structure, C25H65CaO11 at a distorted geometry from OMol25. Energies are from the ωB97M-V functional and the def2-TZVPD basis.

Structure (ORCA input):
```
! wB97M-V def2-TZVPD RIJCOSX def2/J DEFGRID3
* xyz 0 2
Ca -2.3241 -0.4751 -2.5633
O 0.7995 -0.3914 0.3126
C -0.1562 -0.3396 -0.6041
O 0.0183 -0.4236 -1.8384
O -1.3842 -0.2058 -0.3327
H 0.5219 0.0185 1.1351
C 3.8667 -2.8334 2.0322
C 3.9139 -1.8035 0.9073
C 3.2286 -2.3276 -0.3341
O 3.3459 -0.6095 1.3661
H 2.8567 -3.1445 2.2989
H 4.1475 -2.3981 2.9913
H 4.5627 -3.6485 1.8339
H 4.9572 -1.5561 0.7112
H 2.2905 -2.8632 -0.1880
H 3.8200 -3.1002 -0.8254
H 3.0604 -1.4727 -0.9889
H 2.4048 -0.6680 1.1859
C 3.1067 2.5830 -0.3979
C 4.0916 1.7719 -1.1673
C 4.9642 2.5816 -2.1850
O 5.0321 1.2633 -0.2339
H 2.6246 1.8395 0.2370
H 2.3982 3.0641 -1.0722
H 3.7190 3.3509 0.0750
H 3.5651 0.9679 -1.6816
H 5.5385 1.9176 -2.8310
H 5.5028 3.1508 -1.4273
H 4.5318 3.4357 -2.7063
H 4.4048 0.9689 0.4305
C 1.9579 -0.0161 4.3987
C 1.0095 1.0123 3.8614
C 1.5661 2.2522 3.1795
O 0.3663 0.3047 2.8117
H 2.3589 0.4892 5.2774
H 2.8864 -0.2709 3.8877
H 1.4564 -0.9510 4.6488
H 0.2291 1.2099 4.5963
H 1.9756 2.9017 3.9532
H 0.8047 2.6876 2.5324
H 2.5105 2.0059 2.6943
H -0.2948 -0.2443 3.2399
C -5.5274 -2.1771 0.2556
C -5.1830 -1.6829 -1.1383
C -6.2971 -0.9102 -1.8425
O -4.1641 -0.7704 -0.9591
H -4.7893 -2.7372 0.8297
H -6.3012 -2.9323 0.1179
H -5.9896 -1.4690 0.9433
H -4.8235 -2.5235 -1.7318
H -6.1318 0.1558 -1.9989
H -7.2537 -1.1191 -1.3637
H -6.4948 -1.2261 -2.8669
H -4.1980 -0.5258 -0.0314
C -1.2415 -2.8926 2.1756
C -1.8409 -2.7175 3.6780
C -1.0001 -3.3508 4.7399
O -1.7306 -1.3532 3.9314
H -1.9085 -2.2719 1.5774
H -1.1175 -3.8874 1.7478
H -0.2465 -2.4693 2.0382
H -2.8789 -3.0484 3.7127
H -1.4443 -3.1372 5.7121
H 0.0237 -2.9815 4.6807
H -1.0192 -4.4399 4.7815
H -2.3178 -0.9483 3.2888
C 3.2130 -2.0582 -5.6464
C 2.6577 -1.2672 -4.4259
C 3.3208 0.1133 -4.2109
O 1.1931 -1.2170 -4.5244
H 2.5798 -2.9130 -5.8843
H 4.1679 -2.5194 -5.3944
H 3.3293 -1.4407 -6.5370
H 2.7861 -1.8049 -3.4864
H 3.7510 0.4815 -5.1423
H 4.1435 -0.0738 -3.5208
H 2.7333 0.9499 -3.8329
H 0.8909 -0.7599 -3.7361
C -0.7136 3.0078 -2.1254
C -1.7991 2.8982 -3.2774
C -1.1003 2.3807 -4.4712
O -2.7874 1.9276 -2.8847
H -0.1477 3.9388 -2.1575
H -0.0206 2.1665 -2.1141
H -1.2133 3.0338 -1.1570
H -2.2772 3.8375 -3.5554
H -0.5522 1.4444 -4.3666
H -0.3779 3.0700 -4.9084
H -1.8165 2.2093 -5.2748
H -3.6063 2.1622 -3.3273
C -2.4715 2.4283 2.8184
C -3.5305 1.3927 2.3854
C -4.4224 1.9263 1.2186
O -2.9862 0.2078 1.9212
H -2.0298 2.0142 3.7247
H -2.8956 3.4174 2.9909
H -1.6211 2.6235 2.1650
H -4.2555 1.1428 3.1599
H -5.1224 1.1989 0.8073
H -3.8657 2.4426 0.4365
H -5.1344 2.6374 1.6374
H -2.3802 0.3831 1.1975
*
```

Results
Total energy   -67940.0158 eV
⟨S²⟩   0.750
E_HOMO (spin up / spin down)   -3.890 / -9.495 eV



Here is C6H8 in the gas phase from OMol25. Energies are from the ωB97M-V functional and the def2-TZVPD basis.

Structure (ORCA input):
```
! wB97M-V def2-TZVPD RIJCOSX def2/J DEFGRID3
* xyz 0 1
C 1.2131 -0.6595 -0.5902
C 0.8729 0.1949 0.6081
C 0.7293 0.7433 -0.7808
C -0.7663 1.0661 -0.8151
C -1.4870 -0.6499 0.6792
C -0.5583 0.2496 1.0626
H 0.5840 -1.4958 -0.8863
H 2.2773 -0.8426 -0.7170
H 1.6503 0.4975 1.3018
H 1.3966 1.5179 -1.1565
H -1.3024 0.3508 -1.4686
H -2.5335 -0.5013 0.9294
H -1.2352 -1.5521 0.1308
H -0.8407 1.0810 1.7025
*
```

Results
Total energy   -6345.8593 eV
Relative energy (zero: lowest compared OMol25 entry of this formula, charge and spin)   113.6 kcal/mol
E_HOMO   -7.897 eV



Here is 7 unconnected molecules or ions with the total composition C21H32O21S at a distorted geometry from OMol25. Energies are from the ωB97M-V functional and the def2-TZVPD basis.

Structure (ORCA input):
```
! wB97M-V def2-TZVPD RIJCOSX def2/J DEFGRID3
* xyz 0 1
C 3.0284 -12.2973 -20.4615
C 3.3823 -10.9094 -19.8959
O 4.8817 -10.8908 -19.8276
S 5.6051 -9.5100 -19.8530
C 7.2521 -9.9701 -20.4636
O 5.1181 -8.5988 -20.8482
O 5.7855 -9.0119 -18.5011
H 1.9639 -12.4071 -20.6428
H 3.2154 -13.0217 -19.7010
H 3.5231 -12.5430 -21.4191
H 2.9971 -10.0503 -20.4132
H 3.0468 -10.8719 -18.8763
H 7.2493 -10.3925 -21.4410
H 7.7611 -10.5803 -19.7264
H 7.7285 -9.0828 -20.6004
O -0.2912 -6.3076 -23.5349
C 0.8087 -6.6236 -23.2227
O 1.2547 -7.9444 -23.1678
C 2.6375 -7.8990 -22.7678
C 2.6227 -6.5590 -22.0209
O 1.8170 -5.7374 -22.9157
H 2.8269 -8.8955 -22.2894
H 3.2683 -7.9532 -23.6796
H 3.5658 -6.0505 -21.9683
H 2.0921 -6.5015 -21.0135
O -2.6603 -7.5318 -11.3536
C -2.3122 -8.0861 -12.3856
O -1.9889 -7.5194 -13.5822
C -1.6815 -8.5819 -14.4860
C -1.5550 -9.8633 -13.6252
O -2.3191 -9.4344 -12.5104
H -2.4572 -8.5819 -15.2211
H -0.7645 -8.3361 -15.0886
H -0.4477 -10.1306 -13.3835
H -2.0904 -10.6888 -14.1229
O -3.5331 -11.2496 -17.6705
C -4.3152 -11.2946 -18.5848
O -3.9515 -11.3412 -19.8462
C -5.0785 -11.6699 -20.6923
C -6.2725 -11.3097 -19.7263
O -5.6457 -11.2135 -18.4606
H -4.9871 -11.0442 -21.5380
H -4.9209 -12.7065 -20.9999
H -6.9439 -12.1090 -19.6758
H -6.7606 -10.4209 -20.0324
O 0.4309 -10.8970 -15.7778
C 1.4014 -10.2789 -15.9677
O 1.5740 -9.2503 -16.8066
C 2.7371 -8.5114 -16.4898
C 3.5818 -9.6606 -15.8317
O 2.5322 -10.5211 -15.2768
H 3.2321 -8.0502 -17.3474
H 2.4250 -7.6116 -15.8454
H 4.2569 -9.3781 -15.0491
H 4.1547 -10.2962 -16.6676
O 1.1428 -7.2243 -18.8680
C 0.2963 -8.0685 -18.8913
O -0.8078 -8.0024 -18.2044
C -1.6572 -9.2002 -18.5032
C -0.7092 -10.1302 -19.2515
O 0.4157 -9.2539 -19.6150
H -2.0661 -9.4848 -17.5775
H -2.4183 -8.8817 -19.1946
H -1.0653 -10.5713 -20.2140
H -0.3675 -10.9123 -18.5635
O -3.5753 -8.9345 -21.5017
C -3.2333 -7.8029 -21.6658
O -3.5616 -6.9179 -22.5945
C -2.8407 -5.6892 -22.4195
C -1.9641 -5.9345 -21.2048
O -2.1588 -7.3376 -21.0177
H -2.3692 -5.3990 -23.3393
H -3.5891 -4.9405 -22.2227
H -2.2283 -5.4236 -20.3119
H -0.9247 -5.8562 -21.3481
*
```

Results
Total energy   -76127.2250 eV
Relative energy (zero: lowest compared OMol25 entry of this formula, charge and spin)   0.0 kcal/mol
E_HOMO   -10.482 eV
SMILES   CCOS(C)(=O)=O.O=C1OCCO1.O=C1OCCO1.O=C1OCCO1.O=C1OCCO1.O=C1OCCO1.O=C1OCCO1



Here is 4 unconnected molecules or ions with the total composition C3H15N2O3 at a distorted geometry from OMol25. Energies are from the ωB97M-V functional and the def2-TZVPD basis.

Structure (ORCA input):
```
! wB97M-V def2-TZVPD RIJCOSX def2/J DEFGRID3
* xyz 1 1
C -3.1759 -1.1992 0.7846
C -2.0814 -0.5470 -0.0092
C -0.8034 -0.5200 0.3353
N 0.2466 0.0754 -0.5449
N -2.5682 0.1549 -1.1179
H -2.8866 -2.2086 1.0806
H -4.1425 -1.1783 0.2899
H -3.2697 -0.6322 1.7138
H -0.3578 -1.0346 1.1727
H 0.4884 1.0496 -0.3370
H -0.1116 -0.0574 -1.4914
H 1.1312 -0.4909 -0.5539
H -3.5451 0.4040 -1.0696
H -2.0180 0.8293 -1.6176
H 3.1036 -1.2108 -1.7781
H 2.6100 0.1152 -2.3806
O 2.3407 -0.6441 -1.8778
H 3.2703 -0.3838 0.9017
H 4.2554 -1.6828 0.6808
O 4.0016 -0.7803 0.4094
H 1.0853 3.7033 1.1495
H 1.2122 3.3308 2.5609
O 1.2148 2.9075 1.6989
*
```

Results
Total energy   -12470.3943 eV
Relative energy (zero: lowest compared OMol25 entry of this formula, charge and spin)   33.2 kcal/mol
E_HOMO   -12.695 eV